No. 1
Entry from the Open Molecules 2025 dataset: a structure of composition C9H8N2 (the ωB97M-V functional and the def2-TZVPD basis).

Properties
HOMO energy in eV: -8.3
Total charge: 0

Cartesian coordinates (Å):
C -1.266 1.119 -0.165
C -1.996 0.371 1.097
C -1.813 -0.863 0.790
C -1.006 -1.023 -0.636
C 0.214 -0.550 -0.268
C 1.383 -1.355 -0.169
C 2.563 0.547 0.309
C 1.438 1.369 -0.059
C 0.131 0.706 -0.159
H -0.650 0.226 -1.939
H -1.262 2.296 -0.411
H -2.384 0.798 2.013
H -2.044 -1.808 1.530
H -1.187 -1.964 -1.187
H 1.389 -2.613 -0.005
H 3.498 0.961 0.467
H 1.776 2.469 -0.145
N -1.364 0.161 -1.328
N 2.580 -0.847 0.264

Löwdin atomic charge list, values in e, 4 entries: C -0.1180; C -0.0051; C -0.0209; C -0.2458

---

No. 2
Entry from the Open Molecules 2025 dataset: the molecule C9H8N2 (the ωB97M-V functional and the def2-TZVPD basis).

Properties
SMILES string: c1ccc(-c2ncc[nH]2)cc1
HOMO energy in eV: -8.2
Total charge: 0

Cartesian coordinates (Å):
C -2.765 1.307 0.095
C -2.588 0.304 -0.699
C -1.248 -0.318 -0.764
C -0.259 0.265 0.042
C -0.514 1.348 0.805
C -1.732 1.968 0.909
C 1.088 -0.344 0.010
C 2.642 -1.898 -0.119
C 3.226 -0.619 0.048
H -3.793 1.770 0.090
H -3.194 -0.214 -1.186
H -1.106 -0.897 -1.606
H 0.401 1.781 1.311
H -1.822 2.668 1.526
H 0.663 -2.471 -0.047
H 3.221 -2.773 -0.252
H 4.206 -0.536 -0.139
N 1.384 -1.656 -0.063
N 2.191 0.316 0.039

Löwdin atomic charge list, values in e, 4 entries: C -0.0852; C -0.0814; C 0.0365; C -0.1764